2 unconnected molecules or ions with the total composition C29H21N2O, computed with ωB97M-V/def2-TZVPD.

Calculated values
Largest force on an atom   3.40 eV/Å
E   -1302.1422 Eh
HOMO energy   -10.843 eV
Energy relative to the best compared isomer or geometry (same formula, charge and spin)   35.84 kJ/mol
Molar mass   413.5 g/mol
Orbital gap   0.1813 Eh

Structure (ORCA input):
```
! RIJCOSX wB97M-V def2-TZVPD def2/J DEFGRID3
* xyz 1 1
C 0.20 -0.29 1.98
C -1.23 -0.35 2.20
C -2.08 0.70 1.78
C -3.38 0.81 2.26
C -3.89 -0.19 3.11
C -3.10 -1.30 3.45
C -1.79 -1.37 3.01
C 1.11 -1.41 2.09
C 2.42 -0.90 2.41
C 3.44 -1.74 2.83
C 3.19 -3.12 2.89
C 1.94 -3.63 2.53
C 0.90 -2.79 2.11
C 2.34 0.55 2.46
C 0.97 0.93 2.19
C 0.54 2.22 2.49
C 1.49 3.16 2.91
C 2.83 2.79 3.15
C 3.25 1.46 2.96
H -1.71 1.43 1.06
H -3.99 1.67 1.99
H -4.90 -0.11 3.50
H -3.50 -2.10 4.07
H -1.15 -2.20 3.31
H 4.40 -1.30 3.12
H 3.99 -3.80 3.21
H 1.76 -4.71 2.59
H -0.06 -3.19 1.78
H -0.51 2.48 2.41
H 1.18 4.19 3.08
H 3.55 3.54 3.50
H 4.26 1.13 3.19
O -2.61 0.16 -2.10
C -1.51 0.16 -2.67
C -1.27 0.86 -3.97
C -0.21 0.46 -4.82
C -0.08 1.03 -6.09
C -0.94 2.06 -6.49
C -2.00 2.44 -5.65
C -2.18 1.82 -4.42
C 0.67 -0.69 -4.41
C 0.81 -0.93 -2.89
C -0.39 -0.58 -2.09
N -0.70 -1.29 -0.98
N -0.90 -2.02 -0.12
H 0.71 0.67 -6.76
H -0.79 2.56 -7.45
H -2.69 3.23 -5.97
H -3.04 2.05 -3.80
H 0.23 -1.61 -4.84
H 1.66 -0.57 -4.85
H 1.05 -2.00 -2.76
H 1.69 -0.38 -2.51
*
```

=====

A molecular structure, C29H22Br2N5O3SSeTi, computed with ωB97M-V/def2-TZVPD.

Calculated values
Largest force on an atom   0.61 eV/Å
E   -10414.8788 Eh
HOMO energy   -10.735 eV
Energy relative to the best compared isomer or geometry (same formula, charge and spin)   0.00 kJ/mol
Molar mass   807.2 g/mol
Orbital gap   0.2445 Eh

Structure (ORCA input):
```
! RIJCOSX wB97M-V def2-TZVPD def2/J DEFGRID3
* xyz 1 1
Ti 0.78 0.70 -1.43
Br -3.04 1.21 5.69
C -3.90 0.51 4.17
C -4.44 -0.77 4.22
C -5.07 -1.27 3.09
C -5.11 -0.53 1.92
C -4.60 0.77 1.89
C -4.00 1.29 3.02
N -5.79 -1.19 0.84
N -5.45 -1.10 -0.34
C -4.25 -0.42 -0.74
C -4.34 0.60 -1.65
C -3.19 1.28 -2.11
C -1.96 0.87 -1.69
O -0.79 1.44 -2.06
C -1.85 -0.22 -0.80
N -0.58 -0.57 -0.42
C -0.40 -1.56 0.42
C -1.47 -2.30 0.93
C -2.75 -1.98 0.56
C -2.98 -0.90 -0.31
H -4.39 -1.35 5.13
H -5.53 -2.25 3.11
H -4.69 1.39 1.01
H -3.61 2.29 3.02
H -5.32 0.92 -1.99
H -3.29 2.11 -2.80
H 0.63 -1.80 0.68
H -1.28 -3.13 1.60
H -3.59 -2.56 0.92
N -0.01 4.12 -1.19
C 0.60 3.83 -0.04
N 1.37 4.76 0.53
S 0.39 2.32 0.73
H 0.17 4.98 -1.69
H -0.60 3.42 -1.61
H 1.43 5.70 0.19
H 1.81 4.54 1.41
Se 1.11 -0.86 -3.28
C 1.28 -2.47 -2.23
C 0.20 -3.33 -2.17
C 0.28 -4.50 -1.42
C 1.44 -4.79 -0.72
C 2.53 -3.93 -0.79
C 2.45 -2.77 -1.55
H -0.71 -3.10 -2.72
H -0.57 -5.17 -1.38
H 1.50 -5.70 -0.13
H 3.44 -4.17 -0.26
H 3.31 -2.11 -1.61
Br 7.70 3.07 -2.29
C 6.61 2.05 -1.14
C 7.18 1.44 -0.02
C 6.39 0.69 0.83
C 5.04 0.53 0.57
C 4.48 1.15 -0.55
C 5.26 1.91 -1.41
C 3.06 0.98 -0.83
O 2.35 0.09 -0.27
O 2.45 1.74 -1.68
H 8.23 1.56 0.17
H 6.83 0.22 1.70
H 4.41 -0.06 1.23
H 4.82 2.38 -2.28
*
```

=====

A molecular structure, C29H22BrClILiN5O3S, computed with ωB97M-V/def2-TZVPD.

Calculated values
Largest force on an atom   0.62 eV/Å
E   -5355.5776 Eh
HOMO energy   -4.448 eV
Energy relative to the best compared isomer or geometry (same formula, charge and spin)   22.70 kJ/mol
Molar mass   769.8 g/mol
Orbital gap   0.2459 Eh

Structure (ORCA input):
```
! RIJCOSX wB97M-V def2-TZVPD def2/J DEFGRID3
* xyz -1 1
Li 0.80 2.65 0.22
O -1.52 1.35 -1.90
C -1.04 0.82 -3.03
C -1.90 0.08 -3.85
C -1.44 -0.49 -5.02
C -0.11 -0.33 -5.40
C 0.74 0.42 -4.59
C 0.31 0.98 -3.40
C 1.30 1.74 -2.50
O 0.75 2.53 -1.57
N 2.24 0.73 -1.86
N 1.98 0.34 -0.61
C 2.51 -0.74 -0.19
C 2.32 -1.26 1.16
Br 1.44 -0.13 2.38
C 2.79 -2.47 1.49
C 2.69 -3.18 2.78
C 1.46 -3.33 3.43
C 1.39 -4.02 4.63
C 2.53 -4.56 5.20
C 3.75 -4.43 4.56
C 3.83 -3.74 3.35
H -0.77 1.94 -1.57
H -2.93 -0.03 -3.53
H -2.11 -1.06 -5.64
H 0.25 -0.76 -6.33
H 1.77 0.57 -4.89
H 1.97 2.29 -3.19
H 2.61 0.02 -2.48
H 3.14 -1.35 -0.84
H 3.33 -3.00 0.70
H 0.57 -2.92 2.98
H 0.43 -4.13 5.12
H 2.47 -5.10 6.14
H 4.65 -4.85 4.99
H 4.78 -3.63 2.85
Cl -4.64 5.24 3.85
C -3.11 4.59 3.28
C -2.20 4.13 4.17
C -0.97 3.60 3.75
I 0.40 2.94 5.18
C -0.60 3.51 2.40
O 0.49 3.07 1.95
C -1.62 3.98 1.46
N -1.29 3.85 0.16
C -2.13 4.25 -0.75
C -3.38 4.82 -0.44
C -3.74 4.95 0.87
C -2.85 4.52 1.88
H -2.42 4.17 5.23
H -1.83 4.11 -1.79
H -4.05 5.13 -1.24
H -4.70 5.37 1.15
S -1.53 -2.30 1.02
C -1.24 -2.81 -0.52
N -0.50 -2.00 -1.36
C -0.10 -2.34 -2.60
C -0.46 -3.55 -3.10
C -1.28 -4.33 -2.25
N -1.66 -4.01 -1.05
H -0.25 -1.09 -0.98
H 0.47 -1.60 -3.15
H -0.18 -3.87 -4.09
H -1.64 -5.30 -2.62
*
```

=====

A molecular structure, C29H22N6O8RuS2, computed with ωB97M-V/def2-TZVPD.

Calculated values
Largest force on an atom   1.10 eV/Å
E   -2939.9141 Eh
HOMO energy (alpha / beta)   -9.968 / -9.959 eV
Energy relative to the best compared isomer or geometry (same formula, charge and spin)   27.58 kJ/mol
Molar mass   747.7 g/mol
Orbital gap (alpha / beta)   0.2162 / 0.2137 Eh

Structure (ORCA input):
```
! RIJCOSX wB97M-V def2-TZVPD def2/J DEFGRID3
* xyz 1 2
Ru 0.44 0.46 -0.52
O 2.59 2.12 -3.69
C 2.10 1.62 -2.58
O 0.93 1.27 -2.46
C 3.03 1.47 -1.44
C 4.40 1.62 -1.41
C 5.05 1.36 -0.20
C 4.32 1.02 0.93
C 2.94 0.92 0.81
N 2.34 1.13 -0.35
C 1.92 0.68 1.91
O 2.24 0.54 3.05
O 0.69 0.74 1.43
H 1.89 2.16 -4.37
H 4.94 1.91 -2.30
H 6.13 1.45 -0.14
H 4.77 0.84 1.89
O -0.02 8.54 0.18
C 0.87 7.54 0.25
O 2.04 7.76 0.38
C 0.34 6.13 0.16
C -0.82 5.81 -0.54
C -1.22 4.48 -0.64
C -0.46 3.49 -0.03
C 0.69 3.81 0.67
C 1.09 5.13 0.76
N -0.85 2.12 -0.18
C -2.08 1.80 -0.06
C -2.47 0.45 -0.46
C -3.78 -0.01 -0.45
C -4.03 -1.27 -0.96
C -2.98 -2.03 -1.45
C -1.70 -1.51 -1.41
N -1.45 -0.29 -0.93
H -0.93 8.20 0.23
H -1.39 6.57 -1.05
H -2.09 4.22 -1.24
H 1.24 3.03 1.17
H 1.99 5.40 1.29
H -2.84 2.46 0.34
H -4.57 0.62 -0.05
H -5.04 -1.67 -0.96
H -3.14 -3.02 -1.84
H -0.84 -2.08 -1.74
N -3.77 -7.07 0.59
C -2.96 -6.04 1.00
C -3.49 -4.75 1.17
C -2.67 -3.71 1.56
C -1.32 -3.92 1.78
C -0.79 -5.20 1.62
C -1.60 -6.24 1.23
S -0.29 -2.58 2.25
O -1.09 -1.66 3.00
O 0.92 -3.14 2.80
N 0.06 -1.83 0.85
C 1.14 -2.14 0.17
S 2.35 -3.37 0.38
C 3.15 -2.82 -1.07
C 2.54 -1.74 -1.58
N 1.40 -1.34 -0.90
H -4.76 -6.96 0.66
H -3.43 -8.01 0.68
H -4.55 -4.58 1.02
H -3.09 -2.72 1.74
H 0.26 -5.37 1.83
H -1.18 -7.24 1.12
H 4.02 -3.32 -1.45
H 2.84 -1.21 -2.48
*
```

=====

Which value of largest force on an atom does entry 2 give?
0.61 eV/Å